Record 1
{
  "formula": "C11H30F3O8S6Zn",
  "method": "wB97M-V/def2-TZVPD",
  "symbols": ["Zn", "C", "F", "F", "F", "S", "O", "O", "O", "C", "S", "O", "C", "H", "H", "H", "H", "H", "H", "C", "S", "O", "C", "H", "H", "H", "H", "H", "H", "C", "S", "O", "C", "H", "H", "H", "H", "H", "H", "C", "S", "O", "C", "H", "H", "H", "H", "H", "H", "C", "S", "O", "C", "H", "H", "H", "H", "H", "H"],
  "positions_angstrom": [[28.27644, -16.04275, -4.29889], [25.97922, -15.43157, -7.90777], [25.73015, -16.72033, -7.73259], [27.21746, -15.27938, -8.38654], [25.12395, -14.94099, -8.77350], [25.96630, -14.49598, -6.25174], [26.54208, -13.19680, -6.53953], [24.60328, -14.42948, -5.72280], [26.85730, -15.32151, -5.42511], [25.23405, -14.76535, -2.42958], [26.86850, -14.06435, -2.05014], [27.92588, -14.86600, -2.75245], [26.65928, -12.53947, -2.97792], [25.11356, -15.57460, -1.69637], [25.11146, -15.25879, -3.39362], [24.36982, -14.13730, -2.21564], [26.53884, -12.63866, -4.05665], [27.54322, -11.91545, -2.82197], [25.85544, -11.95516, -2.52739], [30.55634, -18.09433, -7.71475], [28.79111, -17.98230, -7.22939], [28.79438, -17.29487, -5.87241], [28.23803, -19.70070, -7.23027], [30.76096, -17.18153, -8.27152], [30.91336, -18.91872, -8.32844], [31.06384, -18.05940, -6.75502], [28.65819, -20.21205, -8.09507], [27.15598, -19.77479, -7.18418], [28.64744, -20.23677, -6.36673], [29.24456, -11.90354, -5.59987], [30.26419, -13.41885, -5.62292], [29.53633, -14.47283, -4.83839], [29.98459, -13.73882, -7.43079], [29.61424, -11.09979, -6.24482], [29.39237, -11.51968, -4.59075], [28.22102, -12.05175, -5.94359], [28.98756, -13.35694, -7.64606], [29.82536, -14.81589, -7.50992], [30.81277, -13.31332, -7.98300], [31.60467, -17.76557, -1.47959], [30.96992, -17.81960, -3.18325], [29.81326, -16.87166, -3.23547], [32.47464, -17.08212, -3.90947], [30.92784, -18.32119, -0.83026], [31.60839, -16.75778, -1.05323], [32.62604, -18.11866, -1.34668], [33.38424, -17.67784, -3.81523], [32.59841, -16.08057, -3.50208], [32.38905, -17.04947, -4.99577], [25.07496, -18.67485, -2.70874], [26.58185, -18.88253, -3.62250], [27.01655, -17.46741, -3.91601], [27.67051, -19.36305, -2.24704], [24.45344, -19.52217, -2.41409], [24.41340, -18.00894, -3.26233], [25.35565, -18.21805, -1.75469], [28.48645, -20.05550, -2.45064], [27.06789, -19.98910, -1.57632], [27.97276, -18.45165, -1.73801]],
  "forces_ev_per_a": [[0.8, 0.6, -0.4], [0.2, 1.0, 1.3], [0.0, -0.4, 0.1], [0.2, -0.2, -0.3], [-0.3, 0.2, -0.2], [-1.2, 0.8, 1.0], [0.0, -0.4, -0.5], [1.3, -0.6, -0.9], [-1.1, 0.3, -1.1], [-0.3, -1.5, 0.9], [-1.1, 0.6, -0.7], [-0.3, 0.1, 0.9], [0.6, 0.8, 0.1], [0.2, 0.0, 0.0], [0.5, 0.6, -0.3], [0.4, 0.6, -0.2], [-0.3, -0.5, 0.1], [0.2, -0.3, 0.1], [-0.3, -0.3, -0.1], [-0.2, 0.2, 0.6], [-0.5, 1.3, -1.1], [0.9, -1.8, -1.3], [1.0, -0.5, 1.3], [-0.1, 0.1, 0.1], [-0.5, -0.3, 0.1], [0.3, -0.1, 0.0], [-0.2, 0.3, -0.3], [0.0, 0.3, -0.2], [0.0, 0.1, 0.1], [0.5, 0.4, 0.3], [-0.5, 0.5, -1.3], [0.5, 0.4, -0.4], [-0.9, -0.5, 1.4], [0.6, -0.5, -0.2], [-0.6, 0.0, 0.1], [0.0, -0.5, 0.6], [0.2, 0.4, -0.3], [0.7, -0.1, -0.1], [-0.1, -0.1, -0.2], [-0.4, 0.5, 0.8], [1.1, -0.6, 0.3], [0.9, 0.0, 0.5], [-0.3, 0.3, -0.7], [0.0, -0.3, -0.2], [-0.2, 0.2, -0.6], [-0.1, -0.4, -0.5], [-0.3, -0.3, 0.8], [0.1, 0.0, 0.0], [-0.6, 0.3, 0.0], [-0.7, 0.6, 1.2], [1.1, 0.0, -0.3], [-1.5, -1.4, 0.7], [-0.9, -1.1, 0.7], [0.6, -0.6, -0.5], [0.3, 0.1, -0.2], [-0.1, 0.3, -0.2], [0.2, 0.6, -0.8], [-0.2, 0.4, 0.1], [0.1, 0.1, -0.1]],
  "lowdin_charge": [0.446, -0.668, 0.137, 0.108, 0.175, 0.555, -0.313, -0.295, -0.360, -0.233, 0.958, -0.555, -0.231, 0.038, 0.036, 0.072, 0.045, 0.051, 0.067, -0.199, 0.913, -0.557, -0.231, 0.046, 0.065, 0.032, 0.061, 0.056, 0.060, -0.238, 0.932, -0.567, -0.198, 0.070, 0.044, 0.029, 0.039, 0.033, 0.056, -0.236, 0.901, -0.546, -0.228, 0.048, 0.072, 0.063, 0.068, 0.069, 0.037, -0.247, 0.938, -0.568, -0.225, 0.073, 0.067, 0.059, 0.056, 0.060, 0.061],
  "e_tot_ev": -149847.870,
  "multiplicity": 1,
  "homo_lumo_gap_ev": 9.654,
  "total_charge": 1,
  "de_lowest_kcal_mol": 4.75
}

Record 2
{
  "formula": "C11H31BN2P2V",
  "method": "wB97M-V/def2-TZVPD",
  "symbols": ["V", "H", "H", "P", "P", "C", "H", "H", "H", "C", "H", "H", "H", "C", "H", "H", "H", "C", "H", "H", "H", "C", "H", "H", "H", "C", "H", "H", "H", "H", "H", "H", "H", "B", "N", "H", "H", "C", "C", "C", "N", "C", "C", "H", "H", "H", "H", "H"],
  "positions_angstrom": [[-0.00924, 0.07504, -0.83008], [2.08634, 0.09757, -1.48319], [-1.70779, 0.14758, -0.68755], [1.02845, -2.39777, -0.34157], [0.52209, 2.41556, -0.54398], [2.31500, 2.60908, -0.15231], [2.59132, 3.67650, -0.17633], [2.51793, 2.21944, 0.85693], [2.93364, 2.04151, -0.86342], [0.22932, 3.55313, -1.96778], [-0.85417, 3.67674, -2.11524], [0.68387, 4.52586, -1.73142], [0.66121, 3.15052, -2.89485], [-0.25315, 3.40094, 0.79590], [-0.12520, 2.94414, 1.78433], [0.22031, 4.39379, 0.83044], [-1.32740, 3.54732, 0.59857], [1.84440, -2.88667, -1.88593], [1.90053, -3.98453, -1.83616], [1.25754, -2.57862, -2.76587], [2.85782, -2.44730, -1.92066], [2.11065, -2.95388, 0.99852], [1.72681, -2.65052, 1.98415], [2.14252, -4.04522, 0.93620], [3.12651, -2.55297, 0.87677], [-0.56315, -3.21319, -0.11914], [-1.19522, -3.14807, -1.02167], [-0.27191, -4.26355, 0.04712], [-1.12073, -2.85900, 0.76486], [-2.75345, -0.88417, -1.64390], [-2.83990, 0.73988, -1.83823], [-0.58718, 1.01263, -2.89683], [-0.74390, -1.18229, -3.06477], [-1.14558, -0.07718, -2.83007], [-2.17345, -0.02447, -1.67260], [2.76582, 0.32992, -1.15853], [1.29795, -0.95355, 0.01511], [-2.17932, -0.17216, 3.63883], [-0.83639, 0.18500, 3.45067], [-0.36046, 0.23779, 2.13383], [-1.14893, -0.04015, 1.07228], [-2.46542, -0.39142, 1.26030], [-3.00624, -0.45565, 2.54750], [-2.55767, -0.26721, 4.64800], [-0.15715, 0.39903, 4.28232], [0.69672, 0.47191, 1.89902], [-3.07747, -0.65496, 0.38129], [-4.05626, -0.76635, 2.63912]],
  "forces_ev_per_a": [[-0.3, -0.3, -0.6], [1.5, 0.3, 0.1], [-2.0, 0.1, -0.3], [1.9, -0.6, 1.1], [0.9, 2.2, 0.6], [0.0, 0.0, -0.1], [-0.1, -0.4, 0.0], [-0.1, 0.1, -0.2], [-0.1, 0.7, 0.3], [0.0, -0.6, -0.1], [0.3, 0.0, 0.0], [-0.1, -0.3, -0.1], [-0.1, 0.2, 0.2], [-0.3, -0.1, 0.2], [-0.1, 0.1, -0.2], [-0.1, -0.3, -0.1], [0.4, -0.1, 0.1], [-0.3, 0.7, -0.1], [0.0, 0.2, -0.1], [0.3, -0.2, 0.2], [-0.4, -0.3, 0.0], [-0.1, 0.0, 0.1], [0.0, -0.1, -0.3], [0.1, 0.0, 0.1], [-0.3, -0.1, -0.1], [-0.6, 0.4, -0.1], [0.3, -0.1, 0.3], [-0.1, 0.2, -0.1], [0.4, -0.1, -0.3], [0.4, 0.5, 0.1], [0.1, 0.1, 0.4], [-0.3, -0.6, -0.5], [-0.2, 0.2, -0.4], [1.4, 0.2, 1.4], [-1.2, -0.3, -1.1], [-1.1, -0.6, -0.7], [-0.4, -1.0, -0.3], [0.3, 0.0, 0.0], [0.0, -0.1, -0.8], [-0.2, -0.1, 0.5], [-0.4, -0.4, -0.5], [0.7, 0.2, 1.1], [0.0, -0.2, -0.9], [-0.1, 0.1, 0.0], [-0.4, -0.1, -0.3], [-0.7, 0.0, 0.3], [0.4, 0.2, 0.8], [0.6, 0.2, 0.2]],
  "lowdin_spin": [2.276, 0.015, -0.002, 0.027, 0.015, 0.019, 0.002, 0.000, 0.001, -0.006, 0.000, -0.002, 0.000, 0.005, 0.000, 0.000, 0.000, 0.005, 0.001, 0.000, 0.000, 0.001, 0.000, 0.000, 0.000, 0.014, 0.000, 0.003, 0.000, -0.001, -0.008, -0.028, -0.035, -0.367, -0.034, 0.024, 0.034, 0.011, -0.001, 0.022, 0.000, 0.005, -0.001, 0.001, 0.000, 0.007, 0.000, 0.000],
  "e_tot_ev": -59800.031,
  "multiplicity": 3,
  "homo_lumo_gap_ev": [7.764, 6.456],
  "total_charge": 3,
  "de_lowest_kcal_mol": 1.21
}

Record 3
{
  "formula": "C11H31CaN6O2",
  "method": "wB97M-V/def2-TZVPD",
  "symbols": ["Ca", "N", "C", "C", "C", "C", "N", "H", "H", "H", "H", "H", "H", "H", "H", "H", "H", "H", "H", "C", "N", "C", "C", "C", "N", "C", "C", "H", "H", "H", "H", "H", "H", "H", "H", "H", "H", "H", "H", "H", "H", "H", "H", "N", "N", "C", "O", "O", "H", "H", "H"],
  "positions_angstrom": [[3.55921, 9.79607, 6.39621], [4.88890, 10.88018, 8.33023], [6.12770, 10.23905, 8.81879], [6.94617, 9.37787, 7.81094], [7.62834, 10.11271, 6.66072], [6.76794, 10.63551, 5.50482], [5.74604, 9.70238, 4.98239], [5.01792, 11.70036, 7.77144], [4.44527, 11.21384, 9.19310], [5.84006, 9.56240, 9.64126], [6.71031, 11.01374, 9.31284], [6.33956, 8.48766, 7.57101], [7.74691, 8.97066, 8.44714], [8.37485, 9.48676, 6.18267], [8.27382, 10.91375, 7.03364], [7.51414, 10.86132, 4.72584], [6.22276, 11.53959, 5.71696], [6.18367, 8.76918, 5.00036], [5.59234, 9.83787, 4.01690], [0.86822, 10.43739, 7.85277], [1.34772, 9.16130, 7.27647], [1.39538, 8.15461, 8.32826], [0.42288, 8.75741, 6.24521], [1.07226, 7.80252, 5.28415], [2.43622, 8.26012, 4.83056], [2.26285, 9.30231, 3.82607], [3.28239, 7.07303, 4.48904], [-0.06954, 10.27454, 8.37412], [0.79459, 11.19453, 7.08914], [1.60421, 10.78216, 8.65091], [0.49324, 8.09953, 8.96349], [2.25426, 8.23364, 8.97496], [1.42351, 7.15752, 7.90003], [0.16208, 9.66563, 5.74444], [-0.47825, 8.30466, 6.67330], [0.52338, 7.66213, 4.35991], [1.18073, 6.80342, 5.73902], [1.74277, 8.93569, 2.91584], [3.27316, 9.68279, 3.54179], [1.80349, 10.21659, 4.30651], [3.10922, 6.65957, 3.48071], [2.99430, 6.30611, 5.23009], [4.34062, 7.28469, 4.55965], [4.70982, 13.97736, 6.64637], [3.31092, 13.88134, 6.43105], [2.63847, 12.81278, 5.93248], [1.43871, 12.95119, 5.75703], [3.36313, 11.74367, 5.77866], [4.82319, 14.44864, 7.53689], [5.16174, 14.50755, 5.89028], [2.78419, 14.67651, 6.65070]],
  "forces_ev_per_a": [[0.6, -0.4, 0.3], [-0.7, -1.2, 0.8], [0.2, -0.2, 0.0], [0.0, 0.6, 1.4], [-0.4, -0.3, -0.4], [0.5, 0.6, -0.6], [0.7, -1.9, 1.8], [0.5, 0.8, -0.5], [-0.2, -0.1, -0.6], [-0.1, 0.2, -0.4], [0.7, -0.1, -0.2], [0.1, 0.3, -0.5], [-0.1, 0.0, -0.2], [0.0, -0.7, 0.1], [-0.5, 0.2, 0.2], [-0.4, 0.2, 0.0], [0.0, 0.6, 0.3], [-0.3, 0.3, 0.0], [-0.3, 0.6, -1.2], [1.4, -0.1, 1.4], [0.0, 0.5, 1.3], [-0.5, -1.0, 0.2], [0.0, -0.2, -0.5], [1.3, -0.8, -0.6], [-0.4, -1.0, 0.9], [1.0, 0.9, -0.2], [-1.2, 0.2, -0.1], [-0.4, 0.1, 0.0], [-0.1, 0.3, -0.2], [-0.8, -0.3, -1.0], [0.1, 0.5, -0.2], [0.4, 0.3, 0.3], [0.3, -0.1, -0.3], [-0.5, 0.5, -0.5], [-0.1, 0.1, -0.1], [-0.8, -0.1, 0.0], [0.0, 0.4, -0.1], [0.1, 0.4, 0.5], [-0.6, -0.4, -0.1], [0.0, -1.0, -0.8], [-0.2, 0.2, 0.2], [0.5, 0.2, -0.5], [0.3, 0.2, 0.1], [-0.4, -0.4, -0.2], [1.7, 0.4, 0.2], [0.6, -0.4, 0.4], [-0.5, -0.6, -0.3], [-0.6, 0.6, -0.5], [0.3, 0.1, -0.2], [-0.4, -0.1, 0.6], [-0.9, 1.1, 0.0]],
  "lowdin_charge": [1.382, -0.055, -0.251, -0.191, -0.188, -0.251, -0.048, 0.027, 0.096, 0.116, 0.114, 0.103, 0.118, 0.108, 0.125, 0.123, 0.082, 0.089, 0.064, -0.067, -0.373, -0.088, -0.202, -0.167, -0.376, -0.099, -0.057, 0.096, 0.062, 0.114, 0.108, 0.082, 0.083, 0.116, 0.145, 0.126, 0.112, 0.111, 0.085, 0.099, 0.101, 0.090, 0.056, 0.028, -0.016, -0.748, 0.024, -0.306, 0.083, 0.096, 0.121],
  "e_tot_ev": -43381.509,
  "multiplicity": 1,
  "homo_lumo_gap_ev": 9.001,
  "total_charge": 1,
  "de_lowest_kcal_mol": 16.30
}